Entry 1:
The following is a DFT calculation (ωB97M-V/def2-TZVPD) of ArH26O13 as an isolated structure at a distorted geometry.

Computed properties:
Maximum force, eV/A: 1.22
Orbital gap, eV: 9.729
Lowest unoccupied orbital energy, eV: -0.2
E_tot, Ha: -1521.2384
Relative energy (zero: lowest compared OMol25 entry of this formula, charge and spin), kcal/mol: 11.90

```
! RIJCOSX wB97M-V def2-TZVPD def2/J DEFGRID3
* xyz 0 1
Ar 0.258 0.144 0.115
O -2.553 -3.192 0.440
H -3.405 -2.760 0.491
H -2.047 -2.812 1.158
O -0.397 2.356 -2.504
H -0.537 3.206 -2.087
H -1.226 1.892 -2.386
O 1.252 -2.833 -1.003
H 1.928 -2.155 -1.023
H 0.439 -2.366 -1.197
O 3.671 1.398 -1.125
H 2.894 1.732 -0.675
H 4.371 2.001 -0.874
O -2.941 0.759 1.251
H -3.549 0.022 1.315
H -2.706 0.796 0.324
O 2.093 3.594 0.268
H 1.152 3.430 0.207
H 2.284 4.171 -0.471
O 1.505 0.626 3.797
H 1.070 -0.147 4.157
H 2.150 0.274 3.183
O 3.730 -1.477 -1.006
H 3.650 -0.528 -1.100
H 4.389 -1.596 -0.322
O -2.487 0.612 -1.481
H -1.991 -0.202 -1.392
H -3.321 0.344 -1.866
O -1.563 -1.973 2.949
H -2.204 -1.350 3.292
H -1.839 -2.819 3.303
O 1.190 0.170 -3.272
H 2.011 0.603 -3.509
H 0.621 0.881 -2.978
O -1.348 -1.823 -1.704
H -1.503 -2.419 -2.436
H -1.601 -2.325 -0.929
O -1.299 1.506 3.288
H -0.398 1.188 3.244
H -1.743 1.071 2.560
*
```



Entry 2:
The following is a DFT calculation (ωB97M-V/def2-TZVPD) of AsF6H30O15 as an isolated structure at a distorted geometry.

Computed properties:
Maximum force, eV/A: 2.75
Orbital gap (alpha / beta), eV: 3.291 / 9.107
Lowest unoccupied orbital energy (alpha / beta), eV: 4.8 / 4.6
E_tot, Ha: -3981.7425

```
! RIJCOSX wB97M-V def2-TZVPD def2/J DEFGRID3
* xyz -2 2
As -0.377 0.511 -0.263
F 1.335 0.110 -0.046
F -0.096 1.967 0.824
F -2.180 0.851 -0.507
F -0.792 -0.866 -1.241
F -0.795 -0.629 1.126
F 0.050 1.531 -1.671
O -1.807 1.925 3.259
H -1.197 1.361 2.784
H -1.644 2.801 2.911
O 0.228 4.661 1.424
H 0.072 3.739 1.218
H 0.284 5.091 0.571
O 3.979 0.754 -0.254
H 3.708 0.249 0.513
H 3.560 1.607 -0.140
O -2.669 -2.525 2.112
H -2.668 -1.652 2.505
H -1.956 -2.987 2.553
O -3.897 2.063 1.015
H -3.388 2.678 1.543
H -3.251 1.442 0.679
O 2.231 1.123 2.653
H 2.596 1.747 2.026
H 2.238 0.285 2.190
O -2.093 -0.285 -3.547
H -2.612 0.509 -3.671
H -1.778 -0.228 -2.645
O 1.132 -0.890 -4.196
H 0.248 -0.728 -3.864
H 1.687 -0.286 -3.703
O 3.128 -1.202 1.663
H 3.137 -1.671 0.829
H 2.938 -1.875 2.316
O 0.002 -3.615 -1.911
H -0.915 -3.343 -1.881
H 0.061 -4.332 -1.278
O -2.958 -3.199 -0.919
H -3.375 -2.341 -0.850
H -2.713 -3.420 -0.020
O 3.403 0.632 -2.985
H 3.461 0.477 -2.042
H 4.180 0.206 -3.347
O 2.251 -2.799 -0.336
H 1.585 -2.414 -0.906
H 1.809 -3.535 0.087
O -2.246 4.034 -0.817
H -2.578 4.833 -1.226
H -2.096 3.434 -1.547
O 0.159 -2.309 3.020
H 0.019 -1.695 2.299
H 0.602 -1.792 3.693
*
```



Entry 3:
The following is a DFT calculation (ωB97M-V/def2-TZVPD) of AsF6Rb as an isolated structure at a distorted geometry.

Computed properties:
Maximum force, eV/A: 3.32
Orbital gap, eV: 10.113
Lowest unoccupied orbital energy, eV: -1.6
E_tot, Ha: -2859.1841
Relative energy (zero: lowest compared OMol25 entry of this formula, charge and spin), kcal/mol: 26.61

```
! RIJCOSX wB97M-V def2-TZVPD def2/J DEFGRID3
* xyz 0 1
Rb 1.166 3.181 2.033
As -0.114 -0.480 -0.288
F -0.684 -1.582 -1.570
F 0.626 0.692 -1.475
F 0.262 0.700 1.102
F -0.952 -1.599 0.836
F 1.400 -1.309 -0.118
F -1.704 0.397 -0.519
*
```



Entry 4:
The following is a DFT calculation (ωB97M-V/def2-TZVPD) of B2Cd2H32O16P as an isolated structure at a distorted geometry.

Computed properties:
Maximum force, eV/A: 5.09
Orbital gap, eV: 3.184
Lowest unoccupied orbital energy, eV: -2.5
E_tot, Ha: -1949.1197
Relative energy (zero: lowest compared OMol25 entry of this formula, charge and spin), kcal/mol: 237.03

```
! RIJCOSX wB97M-V def2-TZVPD def2/J DEFGRID3
* xyz -1 1
Cd -3.172 2.356 -0.801
Cd 3.424 -2.023 0.435
P 0.035 0.166 0.354
O -0.201 1.046 -0.966
O -1.260 0.434 1.127
O 1.393 0.416 1.056
O 0.347 -1.335 0.058
B 4.143 -4.802 -1.616
H 5.099 -4.375 -1.355
H 4.316 -5.817 -1.938
H 3.527 -4.884 -0.734
H 3.671 -4.186 -2.365
B -2.389 5.671 0.372
H -1.922 6.500 0.881
H -3.190 6.054 -0.241
H -1.698 5.112 -0.239
H -2.844 4.979 1.063
O -2.567 2.131 5.095
H -1.960 2.862 4.979
H -2.466 1.606 4.301
O 0.689 -1.120 -4.996
H 1.116 -1.912 -4.670
H 0.447 -0.636 -4.207
O 4.805 0.041 -2.157
H 4.572 0.891 -2.529
H 5.388 -0.353 -2.805
O -1.312 -4.618 2.633
H -1.166 -3.824 2.119
H -2.260 -4.653 2.757
O 2.195 0.730 5.359
H 1.327 0.504 5.692
H 2.074 0.818 4.413
O -1.523 -4.423 -2.244
H -2.168 -4.724 -1.603
H -0.920 -3.877 -1.739
O 3.107 3.621 -3.337
H 2.758 4.481 -3.571
H 2.411 3.211 -2.825
O -4.286 -0.805 -2.110
H -3.562 -1.419 -2.230
H -5.074 -1.338 -2.212
O -4.527 -1.787 3.469
H -3.825 -1.242 3.113
H -5.330 -1.308 3.264
O 3.048 4.788 1.220
H 2.930 3.838 1.244
H 2.430 5.089 0.554
O -4.188 3.395 -3.850
H -4.204 2.699 -4.507
H -4.782 4.063 -4.194
O 2.665 -3.714 3.295
H 3.082 -4.226 3.988
H 1.795 -4.102 3.200
*
```



Q: Which of these has the highest maximum force?
A: B2Cd2H32O16P